Computed, not measured: a 5-piece molecular cluster, H9O4S overall in a non-equilibrium geometry, with ωB97M-V/def2-TZVPD.

Summary:
- electronic energy (a.u.) = -704.59681
- total charge = -1
- HOMO-LUMO gap (eV) = 6.783
- F_max (Eh/bohr) = 0.02703

Each line ends with the natural charge from an NBO analysis.
CARTESIAN COORDINATES (ANGSTROEM)
S 1.505 0.569 -1.619  -1.03
H 1.856 0.440 -0.341  0.09
H -1.086 -2.159 -1.465  0.45
H 0.282 -1.578 -1.369  0.51
O -0.203 -2.411 -1.180  -0.98
H -0.447 1.734 0.790  0.49
H 0.161 0.821 1.890  0.47
O -0.626 1.305 1.640  -0.97
H 2.150 3.879 -3.057  0.44
H 1.945 2.471 -2.877  0.50
O 1.700 3.169 -3.537  -0.98
H -2.280 -3.500 3.538  0.47
H -2.295 -1.986 3.570  0.48
O -2.663 -2.754 4.017  -0.95